{"formula": "ClN2O6Rb", "method": "ωB97M-V/def2-TZVPD", "elements": ["Rb", "Cl", "N", "O", "O", "O", "N", "O", "O", "O"], "coordinates": [[1.058147, 1.093648, -0.591124], [2.154638, 2.902338, 1.529187], [-2.461640, 1.064770, -1.114116], [-3.484026, 0.365995, -1.223800], [-1.849676, 1.276318, -0.036281], [-1.919569, 1.642132, -2.137029], [1.609326, -2.091668, 0.888450], [0.603596, -1.369035, 0.905757], [1.809772, -2.957046, 1.789447], [2.479433, -1.927451, -0.010490]], "forces_ev_per_angstrom": [[-0.5, -0.3, 0.2], [0.3, 0.4, 0.1], [1.8, 1.3, -0.8], [0.6, 0.5, 0.3], [-1.2, -0.8, 0.0], [-1.1, -1.0, 0.3], [1.0, -0.4, 0.7], [-0.2, -0.1, 0.0], [-0.4, 0.6, -0.8], [-0.3, 0.0, 0.0]], "lowdin_charge": [0.775, -0.783, -0.619, -0.064, -0.146, -0.164, -0.636, -0.139, -0.096, -0.129], "orbital_gap_ev": 6.9, "e_tot_ev": -28439.8846, "charge": -2, "multiplicity": 1}

***

{"formula": "C4H4BrN", "method": "ωB97M-V/def2-TZVPD", "elements": ["C", "C", "C", "C", "N", "Br", "H", "H", "H", "H"], "coordinates": [[0.120253, -1.425128, -0.061165], [0.114159, -0.111216, -0.040826], [-1.441974, -0.342427, 0.087375], [1.013241, 1.017773, 0.068901], [-1.345222, -1.594098, 0.030716], [-2.948014, 0.737036, 0.041452], [0.945080, -2.115669, -0.197208], [1.941048, 0.674014, -0.390637], [1.161702, 1.467963, 1.004620], [0.439731, 1.691752, -0.543227]], "forces_ev_per_angstrom": [[-2.1, -6.7, -0.3], [-4.9, 5.4, 1.8], [3.3, 7.4, -0.3], [-0.3, -1.0, -2.0], [3.6, -6.8, -0.4], [-0.1, 0.0, 0.0], [-0.6, -0.5, 0.1], [0.3, 0.7, 0.0], [0.2, 0.3, 1.5], [0.6, 1.2, -0.5]], "mulliken_spin": [0.570, 0.423, 0.484, 0.007, 0.382, 0.045, 0.018, 0.007, 0.043, 0.020], "orbital_gap_ev": [7.5, 8.4], "e_tot_ev": -75739.6743, "charge": 0, "multiplicity": 3}

***

{"formula": "C17H24N2O4S", "method": "ωB97M-V/def2-TZVPD", "elements": ["C", "O", "C", "C", "C", "N", "C", "O", "C", "C", "C", "N", "S", "O", "O", "C", "C", "C", "C", "C", "C", "C", "C", "C", "H", "H", "H", "H", "H", "H", "H", "H", "H", "H", "H", "H", "H", "H", "H", "H", "H", "H", "H", "H", "H", "H", "H", "H"], "coordinates": [[-6.753384, -0.025857, 0.952165], [-5.483018, 0.551391, 0.806032], [-5.024333, 0.548062, -0.527634], [-3.634770, 1.172148, -0.569637], [-2.626468, 0.315355, 0.199072], [-1.318730, 0.925728, 0.242856], [-0.273396, 0.466227, -0.480987], [-0.343803, -0.518885, -1.192505], [0.998609, 1.235232, -0.317944], [1.391055, 1.723727, 0.855814], [2.746062, 2.335552, 1.047366], [3.682559, 1.899554, 0.041773], [4.558325, 0.521834, 0.413534], [5.530428, 0.368004, -0.628188], [5.007574, 0.692298, 1.765256], [3.414016, -0.852804, 0.349574], [3.328068, -1.606012, -0.805452], [2.355381, -2.583145, -0.906383], [1.461377, -2.804028, 0.136871], [0.350052, -3.790314, -0.023782], [1.596552, -2.064564, 1.306509], [2.572103, -1.089653, 1.417128], [3.190042, 2.016530, -1.307761], [1.867657, 1.272830, -1.542333], [-7.002929, 0.031913, 2.009509], [-6.752739, -1.075681, 0.632875], [-7.507546, 0.516920, 0.368436], [-4.988815, -0.483584, -0.911452], [-5.716164, 1.123418, -1.163060], [-3.687021, 2.164472, -0.117856], [-3.316860, 1.274304, -1.607822], [-2.993141, 0.160273, 1.217136], [-2.502239, -0.651268, -0.293740], [-1.229737, 1.796750, 0.740158], [0.766397, 1.656092, 1.735028], [2.678134, 3.432071, 1.012271], [3.170463, 2.057509, 2.013540], [4.027456, -1.411854, -1.604076], [2.270652, -3.166727, -1.810804], [-0.447388, -3.317382, -0.597109], [0.682516, -4.669791, -0.570109], [-0.050511, -4.095918, 0.939254], [0.922926, -2.243868, 2.131809], [2.693748, -0.514339, 2.321196], [3.059134, 3.084428, -1.513762], [3.975283, 1.630619, -1.957959], [2.040030, 0.238813, -1.849935], [1.316379, 1.753641, -2.354853]], "forces_ev_per_angstrom": [[-0.1, 0.0, 0.0], [0.3, 0.1, 0.0], [0.1, 0.2, -0.2], [-0.2, -0.4, 0.2], [-0.2, 0.0, -0.1], [-0.2, 0.2, 0.2], [0.0, 0.3, 0.4], [0.1, -0.2, -0.3], [0.1, 0.1, -0.1], [-0.2, 0.1, -0.2], [-0.1, 0.1, 0.4], [0.7, -0.7, 0.3], [0.2, 0.2, 0.1], [-0.3, -0.1, -0.2], [-0.4, -0.1, 0.1], [0.6, 0.5, 0.0], [0.1, -0.1, -0.1], [0.0, 0.1, 0.1], [0.1, 0.0, 0.0], [0.0, 0.1, 0.0], [0.1, 0.0, 0.0], [0.0, -0.1, 0.2], [-0.2, -0.1, -0.6], [0.1, 0.0, 0.0], [-0.1, 0.0, 0.0], [0.0, 0.0, 0.0], [0.0, 0.0, 0.0], [0.0, 0.1, 0.0], [0.1, -0.1, 0.0], [0.0, 0.1, -0.1], [0.0, 0.0, 0.0], [0.0, -0.1, -0.1], [-0.1, 0.1, 0.1], [0.1, 0.0, -0.1], [-0.2, -0.1, 0.1], [0.1, -0.1, 0.1], [-0.2, 0.2, 0.0], [0.0, 0.0, -0.1], [0.0, -0.1, -0.1], [-0.1, 0.0, 0.0], [0.0, -0.1, 0.0], [0.0, -0.1, 0.0], [-0.1, 0.0, 0.1], [0.0, 0.0, 0.2], [0.1, -0.1, 0.0], [-0.1, 0.2, -0.2], [-0.1, 0.1, -0.1], [0.0, 0.0, 0.0]], "lowdin_charge": [-0.116, -0.199, -0.251, -0.150, -0.176, 0.070, -0.450, 0.070, -0.147, -0.024, -0.181, -0.230, 0.682, -0.281, -0.283, -0.273, -0.064, -0.025, -0.271, -0.040, -0.025, -0.060, -0.172, -0.101, 0.088, 0.089, 0.088, 0.128, 0.124, 0.117, 0.121, 0.125, 0.123, 0.136, 0.117, 0.134, 0.113, 0.118, 0.120, 0.082, 0.081, 0.078, 0.116, 0.117, 0.131, 0.117, 0.103, 0.131], "orbital_gap_ev": 9.7, "smiles": "COCCCNC(=O)C1=CCN(S(=O)(=O)c2ccc(C)cc2)CC1", "e_tot_ev": -40023.4346, "charge": 0, "multiplicity": 1}

***

{"formula": "C4H9NO2S", "method": "ωB97M-V/def2-TZVPD", "elements": ["O", "C", "C", "C", "S", "N", "C", "O", "H", "H", "H", "H", "H", "H", "H", "H", "H"], "coordinates": [[1.068751, 0.029059, -1.891960], [0.118088, 0.538253, -1.364117], [-0.201080, 0.314550, 0.133787], [0.266016, 1.614782, 0.816090], [-1.010461, 2.900085, 0.879705], [0.547322, -0.802076, 0.632181], [-0.080995, -2.085498, 0.500667], [-0.795166, -2.265951, -0.716911], [-0.474630, 1.290041, -1.916372], [-1.264022, 0.147582, 0.269434], [0.467341, 1.436330, 1.869124], [1.217262, 1.958906, 0.406544], [-1.088923, 3.190345, -0.426276], [1.499374, -0.780891, 0.291062], [0.683137, -2.853660, 0.635928], [-0.809814, -2.234685, 1.299474], [-0.142197, -2.397165, -1.418358]], "forces_ev_per_angstrom": [[0.1, -0.2, -0.2], [-0.2, 0.2, 0.5], [0.8, 0.2, -0.7], [-0.4, 0.0, 0.3], [0.1, 0.2, -0.1], [0.2, -0.1, 0.6], [0.0, -0.1, 0.1], [0.3, -0.2, -0.1], [-0.2, 0.0, 0.0], [-0.2, 0.1, 0.1], [-0.1, -0.3, 0.1], [-0.1, 0.2, -0.2], [0.1, 0.0, 0.0], [-0.1, -0.1, -0.2], [0.1, 0.0, -0.1], [-0.2, 0.2, -0.2], [-0.2, 0.1, 0.1]], "lowdin_charge": [0.059, -0.216, -0.385, -0.524, 0.719, -0.024, -0.278, -0.055, 0.124, 0.137, 0.068, 0.085, -0.157, 0.117, 0.123, 0.121, 0.088], "orbital_gap_ev": 9.9, "smiles": "O=C[C@H](CS)NCO", "e_tot_ev": -20713.4774, "charge": 0, "multiplicity": 1}

***

{"formula": "C6H16F3NbO3PS", "method": "ωB97M-V/def2-TZVPD", "elements": ["C", "C", "O", "C", "Nb", "P", "C", "C", "S", "O", "O", "C", "F", "F", "F", "H", "H", "H", "H", "H", "H", "H", "H", "H", "H", "H", "H", "H", "H", "H", "H"], "coordinates": [[-1.851388, 3.193050, -0.090057], [-0.364363, 2.997302, -0.234525], [0.158921, 4.197409, -0.815231], [-0.031848, 1.748421, -1.060153], [0.153806, -0.182873, 0.114125], [0.337615, -2.176611, 1.682965], [2.048558, -2.568112, 2.211666], [-0.657800, -1.894900, 3.212262], [0.900937, -1.429718, -2.019087], [1.768121, -0.516056, -2.742234], [1.514327, -2.706580, -1.694868], [-0.455433, -1.840783, -3.278798], [-0.005558, -1.596422, -4.531315], [-1.545640, -1.082019, -3.064090], [-0.815637, -3.139334, -3.205212], [-2.062002, 4.216777, 0.187024], [-2.230406, 2.550857, 0.688994], [-2.349036, 2.958902, -1.018356], [0.058784, 2.856555, 0.752940], [1.091771, 4.048287, -0.917962], [0.947713, 1.900833, -1.506257], [-0.750034, 1.611410, -1.859600], [-1.571781, -0.749711, -0.259071], [-0.677810, 0.717746, 1.443988], [1.840433, 0.361220, 0.610975], [2.512941, -1.757744, 2.753389], [2.620596, -2.741547, 1.312686], [2.100742, -3.470627, 2.806850], [-0.449584, -0.939939, 3.664152], [-1.693494, -1.885256, 2.905672], [-0.543457, -2.680540, 3.949127]], "forces_ev_per_angstrom": [[0.1, 0.1, 0.2], [-0.1, -0.6, -0.5], [-0.4, 0.4, 0.0], [0.0, 0.2, 1.8], [0.2, 0.5, -0.7], [-0.1, 1.3, 0.0], [-0.1, 0.0, 0.1], [0.1, -0.5, -0.1], [-0.2, -0.3, -0.4], [0.0, 0.6, -0.3], [-0.2, -0.5, 0.2], [0.2, -0.2, -0.3], [-0.4, -0.2, 0.5], [0.4, -0.3, -0.2], [0.0, 0.6, -0.1], [-0.1, 0.3, 0.1], [-0.2, -0.3, 0.2], [-0.3, 0.0, -0.3], [0.3, 0.2, 0.4], [0.6, 0.0, -0.2], [0.4, -0.3, -0.2], [-0.2, -0.1, -0.3], [0.0, -0.3, 0.3], [-0.4, -0.4, -0.5], [0.4, -0.3, 0.3], [0.1, 0.3, 0.2], [0.2, 0.0, -0.3], [-0.1, -0.3, 0.2], [0.2, 0.3, 0.2], [-0.4, 0.0, -0.1], [0.1, -0.3, 0.2]], "lowdin_charge": [-0.081, -0.572, -0.070, -0.341, 0.952, 0.624, -0.404, -0.413, 0.474, -0.429, -0.445, -0.684, 0.089, 0.065, 0.092, 0.068, 0.053, 0.071, 0.083, 0.063, 0.031, 0.038, -0.115, -0.085, -0.118, 0.015, 0.006, 0.013, 0.003, 0.005, 0.010], "orbital_gap_ev": 6.5, "e_tot_ev": -42446.6246, "charge": -1, "multiplicity": 1}